# 1
DFT (wB97M-V/def2-TZVPD) results for 17 unconnected molecules or ions with the total composition C68H169N11O23S6.

Calculated values
- Energy above the lowest of the compared OMol25 structures with the same formula, charge and spin: 0.0 kcal/mol
- Frontier orbital gap: 0.33387 hartree
- Highest occupied orbital energy: -8.847 eV
- Lowest unoccupied orbital energy: 0.2386 eV

Last column: Löwdin charge in e.
Geometry (Å):
C -0.709 -3.309 1.499  -0.041
C -0.036 -4.032 2.714  -0.367
C 1.258 -3.257 3.032  -0.234
O 2.027 -3.280 1.861  -0.215
C 3.373 -2.995 2.195  -0.095
N -0.980 -3.876 3.836  0.059
H -1.696 -3.702 1.282  0.063
H -0.068 -3.391 0.637  0.048
H -0.727 -2.260 1.806  0.056
H 0.200 -5.057 2.380  0.138
H 1.768 -3.808 3.810  0.121
H 1.023 -2.271 3.414  0.101
H 3.884 -3.859 2.629  0.091
H 3.360 -2.169 2.915  0.077
H 3.802 -2.701 1.250  0.072
H -1.964 -3.989 3.673  0.062
H -0.604 -4.173 4.718  0.062
C 3.448 -2.201 -3.914  -0.071
C 3.608 -3.368 -4.899  -0.406
C 2.433 -3.360 -5.835  -0.166
O 2.420 -2.044 -6.462  -0.246
C 1.929 -2.065 -7.824  -0.083
N 4.947 -3.387 -5.542  0.055
H 4.272 -2.333 -3.173  0.089
H 2.490 -2.189 -3.368  0.073
H 3.525 -1.205 -4.356  0.052
H 3.569 -4.154 -4.130  0.122
H 1.512 -3.536 -5.252  0.121
H 2.484 -4.173 -6.549  0.123
H 2.533 -2.760 -8.443  0.090
H 2.001 -1.120 -8.360  0.077
H 0.905 -2.494 -7.877  0.102
H 5.589 -2.694 -5.118  0.066
H 4.838 -3.033 -6.504  0.069
C 4.066 3.445 -2.716  -0.046
C 3.186 4.527 -2.020  -0.457
C 3.591 4.542 -0.554  -0.207
O 2.850 5.511 0.188  -0.171
C 1.498 5.139 0.214  -0.119
N 3.400 5.869 -2.478  0.067
H 3.786 2.492 -2.228  0.078
H 5.113 3.669 -2.539  0.077
H 3.992 3.487 -3.777  0.051
H 2.150 4.132 -2.063  0.115
H 4.675 4.674 -0.517  0.135
H 3.459 3.543 -0.140  0.105
H 1.020 5.258 -0.783  0.078
H 0.895 5.699 0.938  0.095
H 1.362 4.090 0.543  0.076
H 3.139 6.091 -3.434  0.085
H 3.052 6.535 -1.820  0.065
C -3.736 -2.304 -3.483  -0.052
C -4.898 -1.387 -3.782  -0.398
C -6.136 -1.937 -3.171  -0.349
O -6.571 -3.088 -3.635  -0.165
C -7.792 -3.524 -2.992  -0.036
N -4.658 0.008 -3.251  0.082
H -2.882 -2.021 -4.044  0.042
H -3.948 -3.344 -3.818  0.102
H -3.624 -2.260 -2.388  0.082
H -5.051 -1.350 -4.849  0.138
H -6.946 -1.187 -3.222  0.124
H -5.934 -1.909 -2.062  0.124
H -8.434 -2.752 -3.409  0.088
H -7.713 -3.457 -1.930  0.076
H -8.098 -4.508 -3.279  0.090
H -3.719 0.251 -3.544  0.037
H -5.294 0.706 -3.573  0.055
C -0.504 -3.779 -2.753  -0.044
C -0.120 -5.268 -2.696  -0.383
C 0.938 -5.485 -1.646  -0.187
O 2.113 -4.766 -2.178  -0.215
C 3.020 -4.593 -1.056  -0.081
N -1.318 -6.055 -2.179  0.051
H -1.275 -3.503 -3.490  0.065
H 0.314 -3.138 -2.997  0.036
H -0.870 -3.495 -1.769  0.075
H 0.339 -5.633 -3.630  0.137
H 1.266 -6.543 -1.549  0.139
H 0.617 -5.079 -0.692  0.102
H 2.440 -4.454 -0.151  0.054
H 3.676 -3.725 -1.223  0.080
H 3.703 -5.444 -0.903  0.093
H -2.064 -6.036 -2.844  0.052
H -1.029 -7.001 -2.001  0.059
C -5.650 3.110 -0.286  -0.037
C -6.796 3.929 0.314  -0.436
C -6.215 5.152 1.003  -0.150
O -5.427 4.852 2.232  -0.202
C -6.191 4.913 3.399  -0.145
N -7.829 4.461 -0.589  0.044
H -4.859 2.944 0.420  0.058
H -5.312 3.748 -1.097  0.047
H -5.909 2.122 -0.692  0.081
H -7.388 3.340 1.054  0.111
H -7.009 5.906 1.196  0.132
H -5.523 5.640 0.292  0.126
H -6.631 5.916 3.604  0.094
H -5.612 4.649 4.277  0.080
H -7.080 4.257 3.418  0.084
H -8.119 3.763 -1.275  0.071
H -7.430 5.220 -1.135  0.077
C -1.498 4.132 3.557  -0.043
C -1.492 3.408 2.188  -0.427
C -2.288 2.109 2.384  -0.265
O -1.695 1.326 3.341  -0.182
C -2.395 0.047 3.240  -0.042
N -2.140 4.177 1.164  0.081
H -2.523 4.525 3.637  0.083
H -0.874 5.040 3.483  0.083
H -1.237 3.534 4.418  0.069
H -0.458 3.152 1.888  0.109
H -2.357 1.534 1.445  0.100
H -3.328 2.358 2.622  0.134
H -1.728 -0.614 3.804  0.081
H -2.409 -0.250 2.214  0.058
H -3.388 0.141 3.657  0.096
H -1.940 5.170 1.262  0.088
H -3.133 4.095 1.300  0.044
C 6.825 2.577 -6.526  -0.058
C 7.252 1.383 -5.639  -0.415
C 6.048 0.629 -4.996  -0.218
O 6.523 -0.280 -4.060  -0.193
C 6.139 0.031 -2.752  -0.133
N 8.150 0.592 -6.460  0.034
H 5.896 2.917 -6.101  0.054
H 6.561 2.384 -7.563  0.074
H 7.576 3.328 -6.508  0.065
H 7.803 1.877 -4.839  0.134
H 5.480 0.069 -5.766  0.128
H 5.401 1.384 -4.562  0.094
H 6.624 0.979 -2.452  0.089
H 6.438 -0.814 -2.112  0.093
H 5.052 0.222 -2.654  0.072
H 8.642 -0.165 -5.979  0.079
H 7.586 0.239 -7.215  0.064
C -5.005 -2.676 2.661  -0.048
C -5.520 -3.989 1.967  -0.409
C -4.957 -4.013 0.545  -0.210
O -5.622 -5.110 -0.108  -0.195
C -5.108 -5.226 -1.431  -0.092
N -5.066 -5.184 2.693  0.038
H -5.259 -2.594 3.733  0.085
H -5.586 -1.919 2.118  0.044
H -3.964 -2.543 2.426  0.046
H -6.611 -3.892 1.854  0.130
H -3.836 -4.134 0.490  0.123
H -5.154 -3.062 0.025  0.102
H -4.014 -5.395 -1.357  0.081
H -5.355 -4.305 -1.953  0.050
H -5.638 -6.066 -1.896  0.097
H -5.226 -5.210 3.690  0.062
H -5.444 -6.037 2.261  0.076
C 5.973 -2.525 6.936  -0.051
C 5.667 -1.885 5.596  -0.419
C 5.962 -2.882 4.463  -0.240
O 7.293 -3.313 4.581  -0.155
C 7.527 -4.323 3.677  -0.137
N 4.290 -1.326 5.404  0.053
H 6.995 -2.798 7.033  0.065
H 5.322 -3.411 6.978  0.093
H 5.813 -1.843 7.771  0.080
H 6.415 -1.085 5.388  0.136
H 5.746 -2.459 3.477  0.099
H 5.268 -3.716 4.631  0.122
H 8.563 -4.595 3.674  0.080
H 7.311 -4.075 2.626  0.097
H 7.023 -5.269 3.910  0.095
H 4.082 -0.641 6.131  0.073
H 3.609 -2.065 5.541  0.052
C 2.285 -0.424 -0.255  -0.031
C 1.380 0.518 0.485  -0.427
C 0.010 0.780 -0.071  -0.202
O -0.777 -0.347 0.280  -0.212
C -1.938 -0.421 -0.615  -0.055
N 1.273 0.113 1.877  0.097
H 3.218 -0.650 0.247  0.054
H 2.520 0.005 -1.248  0.080
H 1.766 -1.400 -0.288  0.090
H 1.855 1.521 0.486  0.120
H 0.024 0.913 -1.155  0.113
H -0.477 1.695 0.286  0.101
H -1.621 -0.486 -1.668  0.077
H -2.554 0.485 -0.456  0.074
H -2.539 -1.283 -0.355  0.076
H 0.864 -0.829 1.903  0.053
H 0.609 0.730 2.316  0.045
C 2.975 3.049 3.250  -0.220
C 1.660 3.183 4.007  -0.250
C 2.028 3.499 5.417  -0.202
S 3.315 4.828 5.175  0.694
O 4.425 4.701 6.090  -0.334
O 2.624 6.082 5.058  -0.322
C 3.791 4.288 3.478  -0.189
H 2.779 2.988 2.180  0.093
H 3.503 2.154 3.567  0.100
H 1.021 2.351 3.764  0.090
H 1.035 3.969 3.604  0.084
H 2.462 2.674 6.035  0.110
H 1.196 3.932 6.014  0.111
H 4.868 4.138 3.517  0.088
H 3.486 5.116 2.866  0.090
C -2.380 2.746 -2.231  -0.208
C -1.133 3.646 -2.303  -0.220
C -1.598 5.098 -2.254  -0.196
S -3.225 5.121 -3.134  0.698
O -2.908 5.597 -4.460  -0.329
O -4.269 5.817 -2.391  -0.353
C -3.560 3.338 -3.115  -0.202
H -2.802 2.661 -1.234  0.080
H -2.132 1.746 -2.592  0.071
H -0.525 3.340 -3.155  0.108
H -0.594 3.338 -1.413  0.078
H -0.865 5.687 -2.790  0.096
H -1.673 5.442 -1.241  0.072
H -3.405 3.007 -4.141  0.085
H -4.603 3.104 -2.872  0.077
C -9.604 1.404 0.476  -0.214
C -9.538 0.723 -0.840  -0.218
C -9.354 -0.825 -0.602  -0.176
S -8.237 -0.850 0.827  0.637
O -6.920 -1.145 0.357  -0.318
O -8.812 -1.644 1.853  -0.303
C -8.415 0.853 1.291  -0.219
H -10.583 1.311 0.949  0.127
H -9.380 2.464 0.446  0.092
H -8.675 1.044 -1.418  0.108
H -10.438 0.952 -1.412  0.119
H -8.931 -1.317 -1.483  0.075
H -10.330 -1.246 -0.421  0.101
H -7.500 1.328 0.943  0.070
H -8.421 0.988 2.353  0.107
C 1.650 0.956 -5.823  -0.162
C 1.193 0.425 -4.389  -0.211
C 0.217 -0.645 -4.668  -0.233
S -0.900 0.150 -5.836  0.696
O -1.674 1.102 -5.037  -0.338
O -1.599 -0.732 -6.757  -0.326
C 0.397 0.989 -6.747  -0.198
H 2.395 0.267 -6.230  0.089
H 2.109 1.905 -5.660  0.093
H 0.829 1.300 -3.834  0.105
H 2.128 0.035 -3.965  0.082
H -0.404 -0.927 -3.820  0.090
H 0.681 -1.444 -5.237  0.086
H 0.147 2.013 -6.987  0.104
H 0.530 0.514 -7.702  0.077
C 6.583 1.763 3.025  -0.227
C 7.973 1.268 2.671  -0.227
C 7.972 0.868 1.199  -0.197
S 6.296 0.146 1.000  0.693
O 6.500 -1.303 0.854  -0.354
O 5.518 0.810 -0.020  -0.344
C 5.610 0.681 2.628  -0.197
H 6.477 2.686 2.460  0.116
H 6.526 1.910 4.098  0.124
H 8.292 0.405 3.223  0.112
H 8.709 2.057 2.819  0.122
H 8.705 0.116 0.872  0.114
H 8.005 1.782 0.634  0.095
H 5.607 -0.110 3.370  0.073
H 4.564 0.865 2.336  0.086
C -0.053 -0.015 6.229  -0.181
C -1.411 -0.050 6.998  -0.196
C -1.107 -0.727 8.359  -0.234
S -0.094 -2.154 7.991  0.642
O -0.889 -3.308 7.696  -0.318
O 0.995 -2.278 8.911  -0.321
C 0.523 -1.466 6.399  -0.188
H 0.527 0.823 6.598  0.100
H -0.171 0.167 5.165  0.078
H -2.156 -0.638 6.483  0.107
H -1.733 0.977 7.098  0.108
H -2.012 -1.097 8.914  0.119
H -0.545 -0.094 9.087  0.116
H 0.136 -2.054 5.576  0.060
H 1.606 -1.522 6.470  0.070

# 2
DFT (wB97M-V/def2-TZVPD) results for 5 unconnected molecules or ions with the total composition C14H44FIO17P6.

Calculated values
- SMILES: C[C@H](F)[PH3]P(O)I.COP(=O)(OC)OC.COP(=O)(OC)OC.COP(=O)(OC)OC.COP(=O)(OC)OC
- Frontier orbital gap: 0.21624 hartree
- Highest occupied orbital energy: -7.418 eV
- Lowest unoccupied orbital energy: -1.5334 eV

Last column: Löwdin charge in e.
Geometry (Å):
C -1.023 -3.591 -6.090  -0.099
C -1.870 -2.792 -7.100  -0.559
F -1.475 -1.446 -6.955  -0.122
P -3.710 -2.843 -6.586  0.576
P -5.802 -3.061 -5.715  0.193
O -6.526 -1.554 -5.817  -0.512
I -7.110 -4.462 -7.248  0.258
H -1.697 -4.167 -5.450  0.050
H -0.410 -2.919 -5.495  0.081
H -0.359 -4.303 -6.579  0.067
H -1.729 -3.146 -8.124  0.097
H -4.024 -1.653 -7.311  0.004
H -3.776 -4.122 -7.241  -0.020
H -3.280 -2.690 -5.229  -0.004
H -5.889 -0.965 -5.385  0.014
C -2.004 -4.060 0.799  -0.118
O -1.043 -3.091 0.367  -0.265
P -1.301 -2.370 -1.118  0.609
O -1.450 -3.651 -1.879  -0.270
O 0.254 -1.884 -1.098  -0.249
C 0.866 -1.326 0.084  -0.113
O -1.572 -1.456 -2.496  -0.266
C -1.556 -0.016 -2.375  -0.111
H -1.929 -4.144 1.883  0.083
H -3.019 -3.765 0.537  0.080
H -1.774 -5.021 0.346  0.086
H 1.367 -2.114 0.642  0.083
H 0.138 -0.836 0.726  0.082
H 1.607 -0.595 -0.225  0.072
H -0.529 0.346 -2.431  0.086
H -2.009 0.318 -1.441  0.078
H -2.124 0.400 -3.204  0.082
C 5.475 -0.911 2.158  -0.099
O 5.223 0.464 2.486  -0.255
P 3.692 0.889 2.886  0.511
O 2.881 0.311 1.798  -0.235
O 4.039 2.460 2.665  -0.236
C 5.331 3.010 2.973  -0.102
O 2.538 1.243 3.986  -0.219
C 2.959 1.822 5.245  -0.089
H 6.539 -1.092 2.307  0.078
H 4.908 -1.581 2.802  0.086
H 5.227 -1.109 1.117  0.092
H 5.953 3.007 2.078  0.086
H 5.833 2.461 3.768  0.055
H 5.186 4.039 3.296  0.090
H 3.068 2.900 5.132  0.092
H 3.900 1.397 5.595  0.053
H 2.187 1.617 5.982  0.086
C -8.327 5.316 -3.616  -0.096
O -8.480 4.208 -4.519  -0.248
P -7.297 3.079 -4.509  0.487
O -6.056 3.863 -4.621  -0.238
O -7.786 2.453 -5.926  -0.235
C -9.164 2.425 -6.316  -0.111
O -6.721 1.647 -3.972  -0.229
C -7.669 0.589 -3.698  -0.103
H -9.312 5.751 -3.454  0.086
H -7.917 5.001 -2.660  0.084
H -7.676 6.061 -4.069  0.091
H -9.396 3.306 -6.914  0.087
H -9.832 2.387 -5.457  0.078
H -9.321 1.536 -6.924  0.089
H -7.901 0.058 -4.620  0.068
H -8.588 0.977 -3.257  0.085
H -7.209 -0.102 -2.996  0.090
C 7.744 -0.111 5.012  -0.100
O 8.120 0.373 6.311  -0.236
P 6.889 0.908 7.242  0.500
O 6.134 1.807 6.346  -0.242
O 7.890 1.697 8.244  -0.232
C 9.207 1.214 8.544  -0.108
O 5.781 0.630 8.407  -0.216
C 6.136 -0.259 9.488  -0.094
H 8.528 -0.773 4.649  0.092
H 6.806 -0.661 5.060  0.080
H 7.642 0.728 4.327  0.085
H 9.928 1.672 7.869  0.089
H 9.273 0.131 8.463  0.079
H 9.446 1.507 9.565  0.089
H 6.680 0.294 10.254  0.089
H 6.742 -1.096 9.141  0.084
H 5.217 -0.649 9.917  0.088

# 3
DFT (wB97M-V/def2-TZVPD) results for a molecular structure, C24H21CrN3Te.

Calculated values
- Spin multiplicity: 5
- Total charge: +2
- <S²>: 6.023
- Frontier orbital gap (alpha / beta): 0.29302 / 0.28714 hartree
- Highest occupied orbital energy (alpha / beta): -14.158 / -14.156 eV
- Lowest unoccupied orbital energy (alpha / beta): -6.1842 / -6.3429 eV

Last column: Löwdin charge in e.
Geometry (Å):
Cr 0.001 -0.902 -0.740  0.663
N 2.089 -0.924 -1.221  0.004
C 2.762 -1.170 0.032  -0.249
C 3.985 -0.667 0.349  0.015
C 4.543 -1.079 1.587  -0.022
C 3.882 -1.983 2.383  -0.004
C 2.662 -2.572 2.015  -0.119
C 2.014 -3.629 2.764  0.066
C 0.762 -3.987 2.344  -0.015
C 0.169 -3.325 1.265  -0.067
N 0.717 -2.309 0.596  -0.014
C 2.017 -2.031 0.877  -0.178
H 2.341 -1.684 -1.890  0.151
H 2.538 -0.063 -1.611  0.101
H 4.563 -0.043 -0.341  0.138
H 5.527 -0.629 1.825  0.136
H 4.343 -2.390 3.273  0.130
H 2.480 -4.020 3.684  0.148
H 0.251 -4.845 2.784  0.132
H -0.832 -3.550 1.001  0.111
N -1.960 -1.042 -0.238  0.077
C -3.106 -1.234 -0.402  -0.054
C -4.494 -1.283 -0.670  -0.210
C -5.344 -0.290 -0.151  -0.016
C -6.707 -0.422 -0.289  -0.052
C -7.298 -1.530 -0.896  -0.010
C -6.438 -2.547 -1.355  -0.040
C -5.056 -2.456 -1.236  -0.003
H -4.929 0.617 0.271  0.126
H -7.353 0.425 0.020  0.134
H -8.358 -1.622 -1.083  0.123
H -6.900 -3.386 -1.878  0.123
H -4.438 -3.280 -1.580  0.123
C -0.583 2.963 -0.586  -0.387
Te -0.445 1.595 -2.234  1.364
C 1.510 2.463 -2.555  -0.396
C 1.836 3.269 -1.352  -0.286
C 3.134 3.728 -1.079  -0.011
C 3.368 4.446 0.111  -0.062
C 2.339 4.692 0.962  -0.070
C 1.053 4.246 0.680  -0.042
C 0.803 3.485 -0.415  -0.317
H -0.869 2.390 0.281  0.054
H -1.315 3.722 -0.850  0.075
H 1.437 3.042 -3.471  0.067
H 2.264 1.676 -2.790  0.060
H 3.913 3.570 -1.796  0.113
H 4.395 4.757 0.327  0.123
H 2.471 5.276 1.878  0.125
H 0.258 4.533 1.400  0.142

# 4
DFT (wB97M-V/def2-TZVPD) results for 2 unconnected molecules or ions with the total composition C5H13N.

Calculated values
- SMILES: C=CC.CNC
- Energy above the lowest of the compared OMol25 structures with the same formula, charge and spin: 73.2 kcal/mol
- Frontier orbital gap: 0.38208 hartree
- Highest occupied orbital energy: -9.405 eV
- Lowest unoccupied orbital energy: 0.9917 eV

Last column: Löwdin charge in e.
Geometry (Å):
C -2.637 -0.639 -0.458  -0.057
C -1.512 -0.790 -1.124  -0.303
C -1.486 -1.192 -2.543  -0.126
H -2.875 -0.598 0.729  0.104
H -3.654 -0.697 -0.968  0.068
H -0.730 -0.996 -0.455  0.062
H -2.390 -0.637 -2.921  0.083
H -0.533 -1.051 -3.061  0.068
H -1.925 -2.244 -2.678  0.101
C 2.375 -0.173 1.463  -0.138
N 2.285 1.329 1.661  -0.173
C 0.935 1.747 1.192  -0.171
H 3.398 -0.381 1.743  0.054
H 1.936 -0.499 2.459  0.103
H 2.266 -0.602 0.512  0.049
H 2.884 1.754 0.971  0.070
H 0.873 2.828 1.254  0.061
H 0.232 1.446 2.009  0.080
H 0.559 1.399 0.214  0.064

Please write out number 4 again, unchanged.
DFT (wB97M-V/def2-TZVPD) results for 2 unconnected molecules or ions with the total composition C5H13N.

Calculated values
- SMILES: C=CC.CNC
- Energy above the lowest of the compared OMol25 structures with the same formula, charge and spin: 73.2 kcal/mol
- Frontier orbital gap: 0.38208 hartree
- Highest occupied orbital energy: -9.405 eV
- Lowest unoccupied orbital energy: 0.9917 eV

Last column: Löwdin charge in e.
Geometry (Å):
C -2.637 -0.639 -0.458  -0.057
C -1.512 -0.790 -1.124  -0.303
C -1.486 -1.192 -2.543  -0.126
H -2.875 -0.598 0.729  0.104
H -3.654 -0.697 -0.968  0.068
H -0.730 -0.996 -0.455  0.062
H -2.390 -0.637 -2.921  0.083
H -0.533 -1.051 -3.061  0.068
H -1.925 -2.244 -2.678  0.101
C 2.375 -0.173 1.463  -0.138
N 2.285 1.329 1.661  -0.173
C 0.935 1.747 1.192  -0.171
H 3.398 -0.381 1.743  0.054
H 1.936 -0.499 2.459  0.103
H 2.266 -0.602 0.512  0.049
H 2.884 1.754 0.971  0.070
H 0.873 2.828 1.254  0.061
H 0.232 1.446 2.009  0.080
H 0.559 1.399 0.214  0.064